Arrangement w

{
  "formula": "C7H8N2O4",
  "method": "ωB97M-V/def2-TZVPD",
  "homo_lumo_gap_ha": 0.36857,
  "lumo_energy_ev": -0.315,
  "multiplicity": 1,
  "symbols": ["C", "C", "C", "C", "C", "C", "C", "N", "N", "O", "O", "O", "O", "H", "H", "H", "H", "H", "H", "H", "H"],
  "xyz": [[0.6205, 0.0530, -2.1286], [-1.6040, -0.4276, -1.9428], [-0.0144, 0.6828, 2.7341], [-0.6818, 0.8523, 1.4350], [0.4287, -0.2222, -0.6304], [1.3176, -1.2112, 0.1454], [0.0864, 1.0554, 0.1398], [-0.3711, -0.7722, -2.7656], [-1.1706, -1.2740, -0.9311], [1.3214, 0.7607, -2.7545], [-2.5302, 0.2266, -2.2692], [-0.6720, 1.8969, 2.3286], [-0.4802, -2.0296, -1.9459], [-0.5712, 0.1890, 3.6320], [1.1239, 0.6465, 2.9298], [-1.6643, 0.5248, 1.3462], [0.5314, -1.9682, 0.5504], [1.8676, -0.5821, 0.8380], [2.0436, -1.6420, -0.5717], [-0.5343, 1.6012, -0.5296], [0.9530, 1.6398, 0.3903]]
}

Arrangement x

{
  "formula": "C7H8N2O4",
  "method": "ωB97M-V/def2-TZVPD",
  "homo_lumo_gap_ha": 0.39185,
  "lumo_energy_ev": 0.366,
  "multiplicity": 1,
  "symbols": ["C", "C", "N", "C", "O", "N", "C", "C", "C", "O", "O", "C", "O", "H", "H", "H", "H", "H", "H", "H", "H"],
  "xyz": [[1.0566, 0.3391, -1.8217], [0.0011, -0.1571, -0.8778], [-0.2209, -1.5167, -0.7528], [-0.3148, -2.0932, 0.4910], [-0.6075, -3.2014, 0.7981], [0.0589, -1.1467, 1.4428], [0.0101, 0.2579, 0.8590], [1.1837, 1.1093, 1.4023], [-1.3876, 0.8676, 0.9996], [-1.7979, 1.3085, 2.0671], [-2.0969, 0.9772, -0.1952], [-1.4231, 0.4899, -1.2372], [-1.9024, 0.4432, -2.3779], [2.1377, 0.2115, -1.4334], [1.0436, 1.4683, -1.9155], [0.9093, -0.0873, -2.7930], [-0.6300, -1.9578, -1.5301], [-0.4515, -1.3146, 2.2531], [2.0632, 0.6650, 0.9181], [1.1572, 1.1426, 2.4827], [1.2111, 2.1948, 1.2207]]
}

Ranking the structures above from most stable to least stable yields arrangement x, arrangement w.